Molecular formula: C21H23N5
Method: DFT, ωB97M-V/def2-TZVPD

Last columns: bonded neighbours and bond lengths (Å).
CARTESIAN COORDINATES (ANGSTROEM)
1 N -1.49467 3.49960 -1.02791  C8 1.336, C9 1.306
2 N 1.57048 -2.54230 1.09918  C10 1.481, C12 1.485, C14 1.505
3 N -4.16802 4.40511 -3.11654  C21 1.153
4 N 0.11098 3.13176 0.60222  C9 1.388, C24 1.494, H42 1.023
5 N -2.03164 1.86254 -2.59849  C7 1.309, C8 1.337
6 C -0.03364 -5.49955 -0.37666  C13 1.424, C22 1.383, H40 1.088
7 C -1.10796 1.07851 -2.10229  N5 1.309, C16 1.365, H34 1.084
8 C -2.24908 3.05738 -2.03823  N1 1.336, N5 1.337, C21 1.432
9 C -0.59126 2.70628 -0.51720  N1 1.306, N4 1.388, C16 1.389
10 C 0.39666 -2.67719 1.99258  N2 1.481, C18 1.510, H27 1.083, H44 1.090
11 C 1.89916 4.70117 1.46402  C15 1.513, C23 1.520, C24 1.547, C26 1.561
12 C 2.17116 -1.19827 0.90485  N2 1.485, C19 1.481, H28 1.095, H32 1.080
13 C -0.98883 -6.34923 0.25015  C6 1.424, C20 1.405, H35 1.074
14 C 1.43537 -3.40996 -0.12320  N2 1.505, C22 1.456, H30 1.093, H47 1.105
15 C 1.62791 4.53231 2.94272  C11 1.513, H37 1.076, H41 1.093, H48 1.089
16 C -0.33360 1.44527 -1.03973  C7 1.365, C9 1.389, C25 1.467
17 C -1.17208 -4.76770 2.10001  C18 1.408, C20 1.400, H36 1.086
18 C -0.17233 -3.98370 1.49277  C10 1.510, C17 1.408, C22 1.401
19 C 1.26028 -0.31249 0.14358  C12 1.481, C25 1.184
20 C -1.53120 -5.97594 1.49141  C13 1.405, C17 1.400, H38 1.109
21 C -3.28266 3.86007 -2.61839  N3 1.153, C8 1.432
22 C 0.40712 -4.36174 0.27431  C6 1.383, C14 1.456, C18 1.401
23 C 2.55683 6.05055 1.22690  C11 1.520, H29 1.117, H33 1.095, H45 1.092
24 C 0.58343 4.54779 0.66473  N4 1.494, C11 1.547, H43 1.102, H49 1.093
25 C 0.54519 0.47593 -0.37574  C16 1.467, C19 1.184
26 C 2.93797 3.63312 0.99905  C11 1.561, H31 1.118, H39 1.086, H46 1.120
27 H -0.28428 -1.84538 1.86115  C10 1.083
28 H 3.07104 -1.27257 0.28552  C12 1.095
29 H 2.72814 6.29492 0.15054  C23 1.117
30 H 2.38243 -3.90633 -0.34827  C14 1.093
31 H 3.18344 3.74256 -0.08619  C26 1.118
32 H 2.40988 -0.70978 1.83815  C12 1.080
33 H 1.91795 6.86211 1.59060  C23 1.095
34 H -0.98601 0.09398 -2.53814  C7 1.084
35 H -1.27751 -7.22689 -0.29661  C13 1.074
36 H -1.53963 -4.46323 3.07496  C17 1.086
37 H 1.02638 5.35934 3.27577  C15 1.076
38 H -2.27110 -6.64893 1.97080  C20 1.109
39 H 2.57485 2.63380 1.21961  C26 1.086
40 H 0.43850 -5.78736 -1.31312  C6 1.088
41 H 2.55776 4.59013 3.51509  C15 1.093
42 H 0.79355 2.42448 0.88677  N4 1.023
43 H 0.75368 4.92059 -0.35816  C24 1.102
44 H 0.63534 -2.77067 3.05215  C10 1.090
45 H 3.55664 6.08310 1.66416  C23 1.092
46 H 3.90353 3.71571 1.55990  C26 1.120
47 H 1.07866 -2.87311 -1.02119  C14 1.105
48 H 1.11471 3.59560 3.15499  C15 1.089
49 H -0.18388 5.20830 1.07706  C24 1.093

Values from the calculation:
E_tot = -1087.7232 a.u.
Structure (SMILES) = CC(C)(C)CNc1nc(C#N)ncc1C#CCN1Cc2ccccc2C1
HOMO-LUMO gap = 8.39 eV
ΔE to the lowest compared entry with this formula, charge and spin = 2.862 eV
Highest occupied orbital energy = -8.74 eV
Charge = 0

Löwdin atomic charge list, values in e, 4 entries: 0.198 -0.138 0.170 0.074